No. 1
C5H7NO | ωB97M-V/def2-TZVPD

The molecular weight comes out at 97.117 g mol⁻¹. Its largest force on an atom is 0.0084 Eh/bohr. The SMILES is [H]/N=C/C(C)=C\C=O. The calculation puts the LUMO energy at -0.002 hartree. As for the HOMO energy: -9.56 eV. The value obtained for the total energy is -324.6686 a.u. Its gap between HOMO and LUMO is 9.5 eV.

Atoms and positions in Å:
H  2.378  1.763  0.429
N  1.790  0.931  0.490
C  0.627  1.161  0.025
C  -0.418  0.110  -0.011
C  -1.840  0.605  -0.073
C  -0.109  -1.195  0.015
C  1.259  -1.770  -0.072
O  1.540  -2.845  0.411
H  0.314  2.149  -0.340
H  -2.046  1.041  -1.059
H  -2.031  1.386  0.672
H  -2.553  -0.208  0.091
H  -0.904  -1.936  0.080
H  1.994  -1.194  -0.658

Atom charges from the natural (NBO) analysis, given in e for atoms 1 to 6:
1. H 0.35
2. N -0.58
3. C 0.09
4. C -0.02
5. C -0.64
6. C -0.25

---

No. 2
C4H6N2 | ωB97M-V/def2-TZVPD

The molecular weight comes out at 82.106 g mol⁻¹. Its largest force on an atom is 0.0714 Eh/bohr. The SMILES is C#[N+]C=[N+]1CC1. The calculation puts the LUMO energy at -0.447 hartree. As for the HOMO energy: -22.98 eV. Its charge is +2. The value obtained for the total energy is -264.6433 a.u. Its gap between HOMO and LUMO is 10.8 eV.

Atoms and positions in Å:
C  2.215  -0.718  0.154
N  1.871  0.363  -0.114
C  0.789  1.234  -0.065
N  -0.296  0.610  -0.020
C  -1.728  0.336  0.021
C  -0.704  -0.777  -0.016
H  2.542  -1.730  -0.080
H  1.073  2.263  0.062
H  -2.100  0.571  1.003
H  -2.497  0.478  -0.764
H  -0.695  -1.203  -1.021
H  -0.470  -1.428  0.840

Atom charges from the natural (NBO) analysis, given in e for atoms 1 to 6:
1. C 0.61
2. N -0.25
3. C 0.39
4. N -0.17
5. C -0.16
6. C -0.27

---

No. 3
C4H11O | ωB97M-V/def2-TZVPD

The molecular weight comes out at 75.131 g mol⁻¹. Its largest force on an atom is 0.0340 Eh/bohr. The calculation puts the LUMO energy at 0.152 hartree. As for the HOMO energy: -1.93 eV. Its charge is -1. The value obtained for the total energy is -234.1919 a.u. Its gap between HOMO and LUMO is 6.1 eV.

Atoms and positions in Å:
C  -1.092  -0.369  -2.589
O  -1.119  -1.291  -1.578
H  -1.810  0.478  -2.385
H  -1.555  -0.757  -3.508
H  -0.125  0.089  -2.918
C  -0.496  0.540  1.897
C  0.383  -0.424  1.088
C  1.655  0.224  0.505
H  -0.635  1.450  1.284
H  -1.514  0.156  1.949
H  -0.202  0.699  2.939
H  0.749  -1.191  1.791
H  -0.113  -0.945  0.267
H  1.405  0.900  -0.322
H  2.424  -0.532  0.368
H  2.044  0.972  1.212

Atom charges from the natural (NBO) analysis, given in e for atoms 1 to 6:
1. C -0.21
2. O -0.99
3. H 0.07
4. H 0.08
5. H 0.07
6. C -0.62

---

No. 4
C20H37CrN3O4PS2 | ωB97M-V/def2-TZVPD

The molecular weight comes out at 530.637 g mol⁻¹. Its largest force on an atom is 0.0130 Eh/bohr. The calculation puts the LUMO energy (alpha / beta) at 0.089 / 0.088 hartree. As for the HOMO energy (alpha / beta): -2.52 / -3.18 eV. As for the spin multiplicity: 5. Its charge is -1. As for the expectation value of S²: 6.11. The value obtained for the total energy is -3431.8324 a.u. Its gap between HOMO and LUMO (alpha / beta) is 5.0 / 5.6 eV.

Atoms and positions in Å:
Cr  0.481  -2.025  -0.030
C  4.723  -1.119  2.716
O  4.325  -1.807  1.517
C  3.052  -2.141  1.346
O  2.638  -2.363  0.225
N  2.298  -2.310  2.507
N  0.909  -2.474  2.228
H  5.772  -0.882  2.569
H  4.609  -1.762  3.590
H  4.159  -0.187  2.816
H  2.446  -1.532  3.138
H  0.395  -1.680  2.605
H  0.579  -3.317  2.678
C  -3.734  -3.803  1.082
C  -3.478  -4.274  -0.352
C  -2.332  -5.290  -0.405
C  -3.291  -3.124  -1.328
C  -4.179  -3.025  -2.383
C  -4.117  -2.005  -3.327
C  -3.121  -1.052  -3.169
C  -2.197  -1.094  -2.137
C  -1.194  0.042  -2.040
C  0.261  -0.400  -2.267
C  -1.372  0.852  -0.752
C  -2.219  -2.166  -1.165
N  -1.343  -2.291  -0.163
H  -3.935  -4.659  1.737
H  -4.599  -3.136  1.118
H  -2.868  -3.257  1.454
H  -4.382  -4.800  -0.681
H  -1.391  -4.798  -0.165
H  -2.251  -5.725  -1.404
H  -2.502  -6.103  0.309
H  -4.959  -3.779  -2.465
H  -4.826  -1.950  -4.144
H  -3.056  -0.227  -3.876
H  -1.419  0.727  -2.865
H  0.443  -1.418  -1.866
H  0.989  0.296  -1.849
H  0.481  -0.557  -3.325
H  -1.270  0.215  0.126
H  -2.373  1.289  -0.735
H  -0.632  1.655  -0.682
C  1.727  3.330  -2.256
C  2.987  3.090  -1.440
C  3.536  4.376  -0.850
O  2.711  2.046  -0.483
P  2.283  2.192  1.059
S  3.728  2.804  2.233
S  1.462  0.438  1.535
O  1.109  3.298  0.898
C  -0.068  3.339  1.724
C  0.269  3.770  3.138
C  -1.026  4.291  1.036
H  1.925  4.051  -3.052
H  0.940  3.724  -1.612
H  1.375  2.401  -2.706
H  3.754  2.647  -2.079
H  2.798  4.866  -0.214
H  3.785  5.048  -1.675
H  4.427  4.194  -0.254
H  -0.493  2.332  1.735
H  0.709  4.770  3.139
H  0.984  3.084  3.593
H  -0.640  3.783  3.743
H  -0.617  5.304  1.027
H  -1.982  4.305  1.562
H  -1.204  3.972  0.009

Atom charges from the natural (NBO) analysis, given in e for atoms 1 to 6:
1. Cr 1.12
2. C -0.28
3. O -0.49
4. C 0.94
5. O -0.66
6. N -0.51

---

No. 5
C5H9O | ωB97M-V/def2-TZVPD

The molecular weight comes out at 85.126 g mol⁻¹. Its largest force on an atom is 0.0981 Eh/bohr. The calculation puts the LUMO energy (alpha / beta) at 0.040 / -0.055 hartree. As for the HOMO energy (alpha / beta): -9.56 / -9.50 eV. As for the spin multiplicity: 2. As for the expectation value of S²: 0.76. The value obtained for the total energy is -270.9695 a.u. Its gap between HOMO and LUMO (alpha / beta) is 10.6 / 8.0 eV.

Atoms and positions in Å:
C  1.152  0.346  1.779
O  1.978  1.240  1.386
C  0.728  -0.691  0.535
C  -0.691  -0.356  0.200
C  -0.849  0.427  -1.018
C  -1.252  0.138  -2.302
H  0.188  0.832  2.121
H  1.773  -0.271  2.559
H  1.333  -0.236  -0.349
H  1.089  -1.652  0.338
H  -1.112  -0.077  1.174
H  -1.277  -1.235  -0.077
H  -0.519  1.409  -0.704
H  -1.478  -0.851  -2.731
H  -1.062  0.978  -2.911

Atom charges from the natural (NBO) analysis, given in e for atoms 1 to 6:
1. C -0.09
2. O -0.32
3. C -0.43
4. C -0.49
5. C -0.14
6. C -0.42

---

Among the records above, which one has the highest total energy? C4H11O

---

Which of these has the lowest total energy? C20H37CrN3O4PS2

---

What is the total energy in the fifth record? -270.9695 a.u.

---

The lowest molecular weight belongs to which entry? C4H11O